Record 1
9
Properties=species:S:1:pos:R:3:lowdin_charge:R:1 method="wB97M-V/def2-TZVPD" spin_multiplicity=1 gap_ev="8.9 / 8.9" charge=0 energy_ev=-7626.469
C -0.2381 -1.4090 0.2126 -0.25
C -1.6318 0.8849 0.0467 -0.22
C 0.3983 -0.1824 0.4500 -0.19
N -0.7689 -2.4068 0.0026 0.21
N -2.5780 1.4607 -0.2313 -0.05
N 1.3419 0.2940 -0.3884 0.14
H 0.4052 0.1824 1.4698 0.12
H 1.3548 -0.0376 -1.3389 0.13
H 1.7167 1.2138 -0.2232 0.13

Record 2
23
Properties=species:S:1:pos:R:3:lowdin_charge:R:1 method="wB97M-V/def2-TZVPD" spin_multiplicity=1 gap_ev=4.8 charge=+1 energy_ev=-9433.035
C -1.0358 -0.0186 0.5227 -0.25
N -2.0839 -0.5929 -0.2384 -0.08
C -3.3857 0.0460 -0.1196 -0.09
C 0.3329 -0.5450 0.2718 -0.36
N 1.3179 -0.0971 1.2535 0.10
C 2.6253 -0.0487 0.5548 -0.15
C 2.3638 0.0977 -0.9689 -0.12
C 0.8332 -0.1023 -1.1066 -0.13
H -1.2903 -0.1673 1.5890 0.16
H -0.9557 1.1131 0.3953 0.12
H -2.1735 -1.5846 -0.0646 0.13
H -3.4781 0.8274 -0.8726 0.09
H -4.1330 -0.7168 -0.3219 0.09
H -3.5703 0.4518 0.8809 0.09
H 0.3390 -1.6423 0.3493 0.20
H 0.4803 1.9095 0.7204 0.39
H 1.0207 0.9059 1.4982 0.08
H 3.1111 0.8578 0.9013 0.12
H 3.1564 -0.9696 0.7793 0.14
H 2.8410 -0.7243 -1.4749 0.11
H 2.7065 1.0885 -1.2483 0.12
H 0.3043 0.7906 -1.4491 0.12
H 0.6741 -0.8789 -1.8516 0.12

Record 3
74
Properties=species:S:1:pos:R:3:lowdin_charge:R:1 method="wB97M-V/def2-TZVPD" spin_multiplicity=1 gap_ev=5.3 charge=+4 energy_ev=-68508.158
Zr -0.2999 1.3774 -0.4184 1.38
P -2.3234 -0.3522 -0.1781 0.77
P 1.5787 -0.4302 0.6953 0.76
P 0.7200 -0.0474 -2.5460 0.76
H -1.4789 2.5675 -3.1932 0.14
C -1.5976 2.4040 -2.1068 -0.33
C -3.0692 2.5855 -1.7016 -0.46
H -3.4007 1.8618 -0.9390 0.02
C -3.7709 0.1427 0.8505 -0.23
C -1.9162 -1.9880 0.5399 -0.22
C -3.1936 -0.8558 -1.7259 -0.20
C 3.2496 0.3293 0.6858 -0.22
C 1.3661 -0.7713 2.4877 -0.22
C 2.0071 -2.1376 0.1660 -0.24
C 0.1683 0.5600 -4.2001 -0.22
C 0.3100 -1.8201 -2.8011 -0.20
C 2.5335 -0.0574 -2.8496 -0.22
H -1.3779 1.2511 -2.0607 0.00
H -3.2571 3.6028 -1.3416 0.07
H -3.6056 1.1227 1.3144 0.04
H -3.9147 -0.5951 1.6523 0.08
H -4.6859 0.1966 0.2439 0.08
H -1.2383 -1.8798 1.3968 0.04
H -1.4299 -2.6274 -0.2089 0.06
H -2.8476 -2.4630 0.8786 0.09
H -3.3698 -0.0017 -2.3941 0.02
H -4.1711 -1.2710 -1.4421 0.09
H -2.6249 -1.6208 -2.2659 0.04
H 3.9712 -0.3985 1.0821 0.09
H 3.2602 1.2304 1.3114 0.04
H 3.5379 0.6093 -0.3350 0.04
H 1.8652 -1.7165 2.7456 0.08
H 0.3013 -0.8516 2.7383 0.03
H 1.8031 0.0339 3.0899 0.06
H 2.6656 -2.5738 0.9308 0.08
H 2.5305 -2.1568 -0.7962 0.04
H 1.0993 -2.7497 0.0995 0.05
H 0.6062 -0.1058 -4.9572 0.08
H 0.5085 1.5843 -4.3945 0.06
H -0.9255 0.5274 -4.2894 0.06
H 0.6598 -2.1055 -3.8031 0.09
H -0.7729 -1.9778 -2.7477 0.03
H 0.7958 -2.4635 -2.0613 0.03
H 2.7018 -0.2883 -3.9114 0.09
H 3.0547 -0.8034 -2.2384 0.05
H 2.9550 0.9330 -2.6362 0.05
C -0.6460 3.3566 -1.3997 -0.39
C 0.7259 3.2200 -1.7924 -0.13
C 1.6727 4.1022 -1.2202 0.00
C 1.2608 5.0672 -0.3122 0.00
C -0.0642 5.1346 0.1294 0.02
C -1.0276 4.2529 -0.3561 0.02
S -4.3771 2.5051 -3.1312 0.84
H -3.5030 2.6445 -4.0783 -0.16
H 0.9647 2.7074 -2.7333 0.10
H 2.7140 4.0484 -1.5480 0.15
H 1.9810 5.7945 0.0743 0.16
H -0.3567 5.9020 0.8511 0.16
H -2.0652 4.2944 -0.0068 0.14
N 1.3735 3.2168 3.1873 0.19
C 1.2467 2.8232 1.9124 -0.19
N 0.0795 2.1830 1.7258 -0.06
C -0.5700 2.1474 2.9815 -0.23
C -1.6070 1.3166 3.4122 -0.02
C -1.7905 1.1711 4.7927 -0.01
C -0.9623 1.8407 5.7092 0.00
C 0.0856 2.6636 5.2712 0.05
C 0.2429 2.8018 3.9005 -0.17
H 2.1671 3.7277 3.5685 0.20
H 1.9857 3.0286 1.1423 0.12
H -2.2010 0.7898 2.6670 0.06
H -2.5873 0.5267 5.1686 0.13
H -1.1382 1.7097 6.7771 0.14
H 0.7703 3.1846 5.9419 0.14

Record 4
16
Properties=species:S:1:pos:R:3:lowdin_charge:R:1 method="wB97M-V/def2-TZVPD" spin_multiplicity=1 gap_ev="7.4 / 7.4" charge=0 energy_ev=-7853.704
C -1.2298 1.4191 0.0059 0.06
C -0.1136 0.5567 -0.0656 -0.41
C 0.0754 -0.8416 0.0858 -0.24
C -0.9922 -1.8672 0.3251 -0.05
C 1.4613 -1.0208 0.1195 -0.06
C 2.0433 0.2422 -0.1262 -0.13
N 1.0900 1.1721 -0.2358 -0.01
H -2.1979 1.0379 -0.3357 0.08
H -0.4884 2.6169 -0.8351 0.10
H -1.3197 2.1903 0.7646 0.07
H -0.6482 -2.8606 0.0184 0.08
H -1.9019 -1.6379 -0.2428 0.07
H -1.2674 -1.9262 1.3843 0.08
H 1.9859 -1.9672 0.2075 0.10
H 3.0760 0.4573 -0.3761 0.10
H 0.4271 2.4290 -0.6939 0.15